Here is 2 unconnected molecules or ions with the total composition C3H9N4 in a non-equilibrium geometry from OMol25. Energies are from ωB97M-V with the def2-TZVPD basis set.

Results
Orbital gap in eV: 9.05
Charge: +1
LUMO level in eV: -4.51
DFT total energy in eV: -9208.01170
ΔE to the lowest compared entry with this formula, charge and spin in kJ/mol: 348.3
Maximum force in eV Å⁻¹: 7.447

Each line ends with the Mulliken charge.
Geometry (Å):
N -0.71 -1.34 0.15  -0.157
N -1.10 0.68 0.83  -0.133
N 1.70 -1.58 0.62  -0.374
N -0.40 1.94 -1.57  -0.580
C -1.70 -0.22 0.31  -0.169
C 0.43 -0.93 0.64  0.551
C 0.24 0.29 1.29  -0.504
H 0.93 1.17 0.60  0.336
H 1.63 -2.51 0.28  0.230
H -0.82 -2.22 -0.42  0.275
H 2.48 -1.29 1.12  0.219
H -1.25 1.69 -2.04  0.193
H 0.04 1.05 -1.58  0.175
H 0.19 2.58 -2.01  0.223
H -2.32 -0.02 -0.59  0.327
H 0.66 0.71 2.37  0.387



Here is C3H8O2 in the gas phase in a non-equilibrium geometry from OMol25. Energies are from ωB97M-V with the def2-TZVPD basis set.

Results
Orbital gap in eV: 10.94
Charge: 0
SMILES string: COCCO
LUMO level in eV: 0.94
DFT total energy in eV: -7334.12641
ΔE to the lowest compared entry with this formula, charge and spin in kJ/mol: 185.7
Maximum force in eV Å⁻¹: 2.797

Each line ends with the Mulliken charge.
Geometry (Å):
O 0.33 0.29 -1.04  -0.366
O -1.01 0.87 1.33  -0.508
C -0.58 -0.65 -0.54  -0.326
C -0.74 -0.53 0.98  -0.286
C 1.73 0.05 -0.74  -0.640
H 0.33 -0.78 1.36  0.150
H 2.21 -0.70 -1.42  0.282
H -0.40 -1.71 -0.97  0.290
H -0.39 1.31 0.76  0.337
H 1.91 -0.14 0.35  0.264
H 2.33 0.95 -0.90  0.257
H -1.61 -1.10 1.43  0.320
H -1.45 -0.30 -1.12  0.228



Here is a gas-phase ion, C4H9N2S (charge +1) in a non-equilibrium geometry from OMol25. Energies are from ωB97M-V with the def2-TZVPD basis set.

Results
Orbital gap in eV: 6.70
Charge: +1
SMILES string: C[C@@H](C#CN)[NH2+]S
LUMO level in eV: -5.91
DFT total energy in eV: -18099.56722
ΔE to the lowest compared entry with this formula, charge and spin in kJ/mol: 382.0
Maximum force in eV Å⁻¹: 2.831

Each line ends with the Mulliken charge.
Geometry (Å):
S 1.32 2.06 -2.54  0.098
N -1.70 -0.56 3.07  -0.459
N 0.66 1.17 -0.76  -0.501
C 0.57 -1.27 -1.16  -1.230
C -0.66 -0.35 0.79  -0.747
C -0.22 -0.10 -0.59  0.262
C -1.18 -0.40 1.88  0.632
H 2.30 2.69 -1.87  0.217
H -1.29 -1.21 3.72  0.248
H 1.55 0.98 -0.29  0.445
H -0.08 -2.14 -1.23  0.362
H 0.93 -1.04 -2.16  0.387
H 0.20 1.96 -0.30  0.429
H -2.68 -0.35 3.19  0.249
H 1.41 -1.52 -0.52  0.376
H -1.11 0.09 -1.21  0.233



Here is a gas-phase ion, C6H7N2O3 (charge -1) in a non-equilibrium geometry from OMol25. Energies are from ωB97M-V with the def2-TZVPD basis set.

Results
Expectation value of S²: 2.03
Orbital gap (alpha / beta) in eV: 4.50 / 6.74
Charge: -1
LUMO level (alpha / beta) in eV: 3.83 / 3.17
DFT total energy in eV: -15453.67466
ΔE to the lowest compared entry with this formula, charge and spin in kJ/mol: 0.0
Multiplicity: 3
Maximum force in eV Å⁻¹: 4.521

Each line ends with the Mulliken spin population.
Geometry (Å):
O 1.82 1.27 0.91  0.065
O 2.19 -2.28 0.33  0.018
O 0.84 -2.78 2.06  0.261
N -0.23 1.56 -0.12  -0.009
N -0.36 2.81 0.44  0.016
C 0.93 -2.25 0.94  0.183
C -1.32 1.11 -0.86  0.295
C -0.96 -1.47 -0.75  0.133
C 0.00 -1.77 0.13  0.764
C -1.52 -0.19 -1.08  0.059
C 0.96 0.89 0.16  0.089
H -2.48 -0.45 -1.61  0.014
H 0.35 3.49 0.13  0.000
H -0.48 2.74 1.41  -0.006
H 0.96 0.03 -0.52  -0.002
H 2.83 -2.28 1.08  0.008
H -1.40 -2.27 -1.53  0.087
H -2.13 1.85 -1.13  0.025



Here is C13H14BrNO3 in the gas phase in a non-equilibrium geometry from OMol25. Energies are from ωB97M-V with the def2-TZVPD basis set.

Results
Orbital gap in eV: 8.12
Charge: 0
SMILES string: O=C(CC[C@@H]1OC(=O)C[C@H]1Br)Nc1ccccc1
LUMO level in eV: -0.20
DFT total energy in eV: -91370.47533
ΔE to the lowest compared entry with this formula, charge and spin in kJ/mol: 962.0
Maximum force in eV Å⁻¹: 9.332

Each line ends with the Mulliken charge.
Geometry (Å):
Br -2.64 -1.36 -0.17  -0.134
O 4.13 0.36 -1.56  -0.545
O 0.12 -0.77 2.08  -0.404
O -2.05 -0.11 3.20  -0.538
N 2.39 1.66 -0.47  -0.306
C 0.09 1.59 -2.10  -0.318
C -1.54 1.87 -2.32  -0.375
C 0.10 -1.32 0.71  0.529
C 0.09 2.69 0.50  -0.345
C -1.51 -2.57 2.15  -0.407
C 1.65 -1.70 0.31  -0.812
C -2.35 2.56 -1.07  -0.383
C -1.52 2.98 0.30  -0.352
C 0.93 1.94 -0.73  0.493
C -1.09 -2.44 0.57  -0.215
C -1.27 -1.00 2.59  0.361
C 2.87 0.37 -1.08  0.204
C 2.03 -1.04 -1.17  -0.491
H -2.03 1.53 -3.35  0.286
H 2.44 -1.46 1.15  0.271
H -0.28 -0.46 0.01  0.012
H -0.93 -3.40 -0.08  0.424
H -0.68 -3.24 2.62  0.287
H 1.67 -2.88 0.14  0.286
H -2.15 3.48 1.18  0.272
H -2.63 -2.90 2.20  0.334
H 0.63 3.01 1.52  0.194
H 0.69 1.06 -2.98  0.356
H 1.07 -1.01 -1.82  0.333
H -3.52 2.75 -1.20  0.288
H 2.75 -1.85 -1.68  0.325
H 2.54 1.66 0.57  0.372



Here is a gas-phase ion, C9H17N2OS2 (charge +1) in a non-equilibrium geometry from OMol25. Energies are from ωB97M-V with the def2-TZVPD basis set.

Results
Orbital gap in eV: 8.40
Charge: +1
LUMO level in eV: -3.10
DFT total energy in eV: -36296.20632
ΔE to the lowest compared entry with this formula, charge and spin in kJ/mol: 124.8
Maximum force in eV Å⁻¹: 3.458

Each line ends with the Mulliken charge.
Geometry (Å):
S 0.64 -2.41 0.42  0.010
S 0.77 0.98 1.99  -0.003
O -1.50 2.13 -1.08  -0.604
N 1.40 -0.22 -2.11  -0.526
N 0.78 2.61 -0.26  -0.028
C 0.59 -0.38 -1.26  0.148
C 1.86 -3.26 -0.70  -0.925
C -3.53 0.16 0.82  -1.641
C -1.31 1.46 0.13  0.026
C 2.49 0.42 1.67  -0.940
C 0.16 1.34 0.25  -0.718
C -1.68 -1.09 -0.22  -1.325
C -0.36 -1.47 -0.80  0.166
C -2.11 0.09 0.30  1.122
H -3.93 -0.84 0.92  0.420
H 2.01 0.52 -2.46  0.267
H 2.69 -3.49 -0.08  0.348
H 2.59 -0.22 0.87  0.243
H 3.33 1.10 1.80  0.392
H 2.08 -2.73 -1.57  0.349
H -1.75 2.04 1.00  0.436
H -2.49 2.22 -1.18  0.409
H 0.09 2.94 -0.93  0.332
H -2.24 -2.04 -0.07  0.273
H 1.59 2.38 -0.84  0.316
H 2.81 -0.17 2.51  0.374
H 1.10 3.18 0.55  0.409
H 1.43 -4.23 -1.08  0.306
H -3.45 0.55 1.83  0.365
H -0.48 -2.26 -1.59  0.599
H -3.92 0.89 0.20  0.402